# C17H23F3N4O2PRhS3Se

A molecular structure, C17H23F3N4O2PRhS3Se at a distorted geometry (the ωB97M-V functional and the def2-TZVPD basis, OMol25).

The calculation puts the LUMO energy (spin up / spin down) at 0.89 / 1.09 eV. Its expectation value of S² is 0.805. Its HOMO energy (spin up / spin down) is -0.144 / -0.164 Eh.

```
! RIJCOSX wB97M-V def2-TZVPD def2/J DEFGRID3
* xyz -1 2
Rh -0.4884 1.0343 0.3499
F 2.2059 5.7012 -0.2284
C 3.2376 4.9134 -0.5554
F 3.3108 4.9267 -1.9016
F 4.3414 5.5843 -0.1504
C 3.1661 3.5389 0.0282
C 4.2337 3.0196 0.7361
C 4.1366 1.7374 1.2663
C 2.9319 1.0673 1.1374
N 1.8994 1.5637 0.4884
C 1.9970 2.7546 -0.1323
S 0.6611 3.1833 -1.0854
H 5.1272 3.6106 0.8811
H 4.9657 1.2897 1.7893
H 2.7830 0.0862 1.5761
C -6.1153 -1.8240 -0.0678
C -5.7588 -0.4397 -0.5857
O -5.1953 0.3183 0.4724
P -3.7667 1.0742 0.4377
S -1.6887 2.7653 1.2149
S -2.3949 -0.4620 0.0388
O -3.9599 1.7133 -1.0583
C -2.9665 2.4594 -1.7244
C -3.3060 2.5205 -3.2048
H -6.5882 -2.4134 -0.8489
H -6.7953 -1.7416 0.7756
H -5.2085 -2.3275 0.2566
H -6.6527 0.0902 -0.9346
H -5.0550 -0.5205 -1.4191
H -1.9747 1.9838 -1.5908
H -2.9166 3.4657 -1.2921
H -3.2734 1.5246 -3.6387
H -2.5823 3.1575 -3.7030
H -4.3039 2.9282 -3.3484
Se 0.0888 0.0440 2.7608
C -0.6861 1.0780 3.9933
N -1.1616 1.7061 4.8344
N 0.5461 -0.3887 -1.1261
C 0.9525 -1.4281 -0.8071
N 1.3812 -2.5671 -0.3536
C 2.1050 -3.5211 -1.1557
C 3.3433 -4.0061 -0.3990
C 2.9586 -4.5258 0.9853
C 2.1959 -3.4482 1.7522
C 0.9652 -3.0401 0.9500
H 2.3961 -3.0550 -2.0998
H 1.4528 -4.3801 -1.3723
H 4.0499 -3.1799 -0.3010
H 3.8222 -4.7959 -0.9799
H 3.8503 -4.8322 1.5363
H 2.3169 -5.4047 0.8809
H 2.8310 -2.5745 1.9103
H 1.8784 -3.8115 2.7294
H 0.4101 -2.2500 1.4578
H 0.2976 -3.9039 0.8237
*
```

# C11H8ClF6NO2

A single C11H8ClF6NO2 molecule at a distorted geometry (the ωB97M-V functional and the def2-TZVPD basis, OMol25).

The calculation puts the LUMO energy at 0.08 eV. Its structure (SMILES) is O/N=C(/CC(O)(C(F)(F)F)C(F)(F)F)c1cccc(Cl)c1. Its HOMO energy is -0.349 Eh.

```
! RIJCOSX wB97M-V def2-TZVPD def2/J DEFGRID3
* xyz 0 1
O -1.4751 2.2895 -1.4440
N -1.4495 1.6333 -0.1950
C -0.7614 0.5079 -0.2223
C -1.1776 -0.4552 0.8528
C -0.5049 -0.3968 2.2394
O -0.9824 -1.5991 2.9900
C -0.9825 0.9121 3.0802
F -0.3165 2.0474 2.7709
F -2.3512 1.1058 2.8557
F -0.8380 0.7289 4.4008
C 1.0402 -0.5518 2.1702
F 1.6348 0.4799 1.5547
F 1.5081 -0.6000 3.4058
F 1.3319 -1.7402 1.6142
C 0.0306 0.0620 -1.4744
C -0.1110 -1.2465 -1.9361
C 0.8121 -1.7374 -2.9138
C 1.6836 -0.8425 -3.5483
C 1.7231 0.5304 -3.1655
Cl 2.7743 1.7050 -4.0516
C 0.9596 0.9453 -2.0262
H -0.8716 3.0941 -1.3799
H -1.0424 -1.4451 0.4453
H -2.2429 -0.2845 1.0483
H -1.5250 -1.3509 3.7657
H -0.9824 -1.8539 -1.5804
H 0.7486 -2.7556 -3.2814
H 2.2955 -1.1532 -4.4545
H 1.0720 1.9711 -1.5204
*
```

# C40H66CdGeIN6P3Se

A molecular structure, C40H66CdGeIN6P3Se at a distorted geometry (the ωB97M-V functional and the def2-TZVPD basis, OMol25).

The calculation puts the LUMO energy (spin up / spin down) at 2.46 / 2.46 eV. The value obtained for the energy above the lowest of the compared OMol25 structures with the same formula, charge and spin is 94.2 kJ/mol. Its expectation value of S² is 0.757. Its HOMO energy (spin up / spin down) is -0.130 / -0.173 Eh.

```
! RIJCOSX wB97M-V def2-TZVPD def2/J DEFGRID3
* xyz -1 2
Cd 1.2323 1.2520 -1.1282
C -3.4541 2.8972 1.7706
C -2.1023 3.5600 1.4477
C -1.1151 3.2090 2.5739
P -1.2518 3.0659 -0.1658
C -2.0803 1.4751 -0.7553
N -1.9684 0.2819 0.0670
Ge -0.1663 -0.2815 0.6406
N 0.3267 -2.1644 0.3719
C 1.6437 -2.4038 0.0869
P 0.9910 -1.1134 -4.2261
C 1.6103 -0.9050 -6.0117
C 0.5142 -0.6208 -7.0263
C 2.3846 -2.1688 -6.3451
C -0.7341 -1.7355 -4.4140
C -0.7207 -3.1951 -4.9624
C -1.3523 -1.6697 -3.0144
C -0.5862 -3.2116 0.1836
C -0.4203 -4.2359 -0.7288
C -1.4375 -5.1630 -0.8942
C -2.6137 -5.0996 -0.1747
C -2.8477 -4.0205 0.6626
C -1.8259 -3.1171 0.8527
N -1.9025 -1.8983 1.6323
C -3.1725 -1.2353 1.5133
C -4.3004 -1.6511 2.2257
C -5.5504 -1.1604 1.8544
C -5.5669 -0.2583 0.7936
C -4.4846 0.2532 0.1264
C -3.1944 -0.1887 0.5507
C -1.4412 -2.0246 2.9862
C -1.8521 -3.0623 3.8303
C -1.3573 -3.2207 5.1125
C -0.5398 -2.2077 5.5951
C -0.1272 -1.1754 4.7973
C -0.4917 -1.0567 3.4435
N 0.0725 -0.1294 2.5799
C 1.1759 0.6362 3.1539
P 2.4919 1.5685 2.2217
C 3.6267 0.2113 1.7001
C 5.0371 0.7887 1.3983
C 3.7430 -1.0172 2.5962
C 3.2279 2.3410 3.7176
C 3.8898 1.4740 4.8194
C 4.1268 3.5345 3.3370
C -2.0059 4.2416 -1.4073
C -1.5529 3.9144 -2.8422
C -3.5089 4.3820 -1.3220
H -3.8315 3.2939 2.7198
H -3.2824 1.8291 1.7887
H -4.2173 3.1339 1.0552
H -2.1169 4.6607 1.3641
H -1.0246 2.1214 2.6096
H -1.5132 3.5956 3.5271
H -0.1432 3.6599 2.3242
H -1.6092 1.3321 -1.7159
H -3.1326 1.7357 -0.9677
H 2.0594 -3.4288 0.2326
H 2.2974 -1.5650 0.1355
H 2.3059 -0.0611 -5.9824
H -0.0900 -1.4922 -7.1703
H 0.9135 -0.3570 -8.0284
H -0.1251 0.1747 -6.6501
H 1.7574 -3.0841 -6.2918
H 3.1562 -2.2991 -5.5721
H 2.7947 -2.1671 -7.3549
H -1.3423 -1.0706 -5.0354
H -0.0015 -3.8121 -4.4134
H -0.4748 -3.1741 -6.0204
H -1.7495 -3.6384 -4.8143
H -0.8046 -2.3148 -2.3241
H -2.4003 -2.0336 -2.9870
H -1.3267 -0.6656 -2.6031
H 0.5313 -4.1998 -1.2994
H -1.3710 -5.9016 -1.6904
H -3.3745 -5.8465 -0.3531
H -3.8027 -3.8940 1.2255
H -4.1875 -2.4342 2.9638
H -6.4559 -1.3828 2.3542
H -6.5579 0.0811 0.4922
H -4.6950 0.9826 -0.6334
H -2.5053 -3.8442 3.3677
H -1.7263 -4.0301 5.6921
H -0.1964 -2.2231 6.6089
H 0.5427 -0.4851 5.2742
H 1.7070 -0.0571 3.7793
H 0.8173 1.4215 3.7865
H 3.2388 -0.1188 0.7542
H 5.4951 1.1301 2.3387
H 4.9308 1.6661 0.7558
H 5.6282 0.0668 0.8902
H 4.1762 -0.7211 3.5697
H 4.4021 -1.7712 2.1469
H 2.7591 -1.5043 2.8095
H 2.2998 2.7360 4.1506
H 4.9388 1.2184 4.5856
H 3.3472 0.5801 5.0779
H 3.9030 2.0858 5.7551
H 5.1115 3.2233 2.9603
H 4.2492 4.1517 4.2676
H 3.6839 4.1810 2.5698
H -1.6399 5.2241 -1.1560
H -2.0610 3.0302 -3.1660
H -0.4494 3.7323 -2.8594
H -1.7795 4.6764 -3.5585
H -4.0407 3.4269 -1.4083
H -3.8328 4.9917 -2.1872
H -3.8589 4.8756 -0.4346
Se 0.6615 1.0408 -3.7754
I 4.1639 3.6606 -1.4524
C 2.1140 3.3163 -0.7599
H 2.2057 3.5447 0.2946
H 1.6012 4.1243 -1.2830
N 4.1814 -1.1493 -2.0474
N 3.6190 0.1717 -2.0385
H 4.6999 -1.3854 -2.8739
H 3.3982 -1.7707 -1.8618
H 3.2967 0.4819 -2.9497
H 4.3632 0.8292 -1.7322
*
```

# C3H4N2O

2 unconnected molecules or ions with the total composition C3H4N2O (the ωB97M-V functional and the def2-TZVPD basis, OMol25).

The calculation puts the LUMO energy at 0.58 eV. The value obtained for the energy above the lowest of the compared OMol25 structures with the same formula, charge and spin is 179.5 kJ/mol. Its structure (SMILES) is C=C=N.N=C=O. Its HOMO energy is -0.336 Eh.

```
! RIJCOSX wB97M-V def2-TZVPD def2/J DEFGRID3
* xyz 0 1
C -0.6141 -0.9381 1.1479
C -1.3008 -0.5259 0.1108
N -1.9174 -0.1250 -0.8701
H -0.0558 -1.8653 1.1016
H -0.5544 -0.3302 2.0425
H -1.2799 0.4321 -1.4484
N 0.8687 0.8925 -1.0902
C 1.4996 0.6150 -0.0802
O 2.0694 0.3212 0.8943
H 1.2697 1.5065 -1.7820
*
```

# C8H28B2MnO4

A molecular structure, C8H28B2MnO4 at a distorted geometry (the ωB97M-V functional and the def2-TZVPD basis, OMol25).

The calculation puts the LUMO energy (spin up / spin down) at 2.90 / 2.98 eV. Its expectation value of S² is 12.004. Its HOMO energy (spin up / spin down) is 0.020 / -0.244 Eh.

```
! RIJCOSX wB97M-V def2-TZVPD def2/J DEFGRID3
* xyz -1 7
Mn -0.4106 -0.5666 0.2461
B 0.7210 -2.4531 0.9233
H 0.1661 -3.3683 0.7866
H 0.8557 -1.9830 -0.0385
H 0.0864 -1.8060 1.5088
H 1.6681 -2.7220 1.3648
B -2.6722 -0.7449 0.8018
H -1.9384 -0.0662 1.2080
H -3.5299 -0.3244 0.3001
H -2.1475 -1.4017 0.1253
H -3.0219 -1.3840 1.5976
C -0.1304 0.4412 3.2319
O 0.4704 0.4931 1.9076
C 1.8938 0.7393 1.8718
C 2.4438 0.9423 0.5570
O 1.6894 0.0686 -0.2870
C 2.3677 -0.2946 -1.5982
H 0.4253 -0.0904 4.0044
H -1.0392 -0.1606 3.2359
H -0.1881 1.4516 3.6369
H 2.3460 -0.1323 2.3450
H 2.2203 1.5269 2.5510
H 3.5225 0.7959 0.5007
H 2.2876 1.9704 0.2304
H 3.4466 -0.1408 -1.6181
H 1.9399 0.3588 -2.3586
H 2.2653 -1.3237 -1.9424
C -0.9553 -2.0879 -2.3279
O -0.5506 -0.8248 -1.8235
C -1.2879 0.2520 -2.4163
C -0.7145 1.5553 -1.8011
O -0.6915 1.5286 -0.3380
C -0.9637 2.9224 0.1943
H -0.7750 -2.0751 -3.4028
H -2.0099 -2.3232 -2.1846
H -0.3934 -2.9765 -2.0403
H -2.3641 0.1162 -2.3091
H -0.9491 0.2700 -3.4521
H -1.4177 2.3187 -2.1341
H 0.2823 1.9261 -2.0398
H -1.0782 2.7693 1.2674
H -1.8371 3.3428 -0.3041
H -0.0321 3.4607 0.0199
*
```

# C5H10O

2 unconnected molecules or ions with the total composition C5H10O (the ωB97M-V functional and the def2-TZVPD basis, OMol25).

The calculation puts the LUMO energy at 1.01 eV. The value obtained for the energy above the lowest of the compared OMol25 structures with the same formula, charge and spin is 160.5 kJ/mol. Its structure (SMILES) is OC1CC=CC1.[H][H]. Its HOMO energy is -0.340 Eh.

```
! RIJCOSX wB97M-V def2-TZVPD def2/J DEFGRID3
* xyz 0 1
O 1.3649 1.5683 -0.0388
C 0.0051 1.3342 -0.3649
C -0.7705 0.7583 0.8415
C -0.7166 -0.7275 0.6147
C -0.2916 -1.0243 -0.6106
C -0.0016 0.2166 -1.4209
H 1.3831 2.2237 0.6690
H -0.4671 2.2521 -0.7420
H -0.3063 1.0494 1.7920
H -1.8089 1.1172 0.8759
H -1.0191 -1.4355 1.3809
H -0.2076 -2.0256 -1.0243
H 0.9554 0.2096 -1.9619
H -0.7992 0.3770 -2.1582
H 1.4151 -3.2886 1.2655
H 1.3895 -2.6872 0.8343
*
```

Number 1: E_tot -146361.20780 eV. Number 2: E_tot -45947.12323 eV. Number 3: E_tot -213886.15377 eV. Number 4: E_tot -8202.02464 eV. Number 5: E_tot -49605.05375 eV. Number 6: E_tot -7393.10167 eV.